No. 1
47
Properties=species:S:1:pos:R:3:lowdin_charge:R:1 method="wB97M-V/def2-TZVPD" spin_multiplicity=1 homo_lumo_gap_ev=8.4 e_above_lowest_kcal_mol=12.8 smiles="NS(=O)(=O)c1ccc(CCNC(=O)CSc2ccc3ccccc3c2)cc1"
N -4.50 -2.33 -0.66 -0.053
S -3.73 -0.84 -0.84 0.609
O -4.45 0.14 -0.07 -0.294
O -3.55 -0.63 -2.25 -0.301
C -2.17 -1.21 -0.07 -0.303
C -1.32 -2.08 -0.72 -0.052
C -0.14 -2.45 -0.11 -0.028
C 0.19 -1.96 1.15 -0.224
C -0.67 -1.05 1.77 -0.006
C -1.86 -0.68 1.16 -0.042
H -2.55 0.00 1.63 0.117
H -0.42 -0.65 2.74 0.122
C 1.48 -2.35 1.82 -0.126
H 1.33 -2.45 2.89 0.121
H 1.83 -3.30 1.42 0.121
C 2.55 -1.28 1.58 -0.158
N 2.84 -1.18 0.17 0.053
C 3.98 -0.64 -0.30 -0.588
O 4.94 -0.37 0.39 0.065
C 4.01 -0.41 -1.81 -0.362
H 4.67 0.43 -2.03 0.086
H 4.42 -1.30 -2.29 0.086
S 2.39 -0.17 -2.60 0.953
C 1.55 0.98 -1.52 -0.522
C 0.19 1.04 -1.61 -0.059
C -0.55 1.89 -0.76 -0.161
C -1.96 1.98 -0.84 -0.048
C -2.65 2.77 0.03 -0.074
C -1.97 3.52 1.01 -0.076
C -0.60 3.46 1.09 -0.036
C 0.14 2.65 0.21 -0.169
C 1.55 2.59 0.26 -0.014
C 2.25 1.78 -0.60 -0.081
H 3.32 1.77 -0.56 0.106
H 2.08 3.19 0.97 0.117
H -0.07 4.05 1.84 0.110
H -2.53 4.14 1.69 0.102
H -3.72 2.82 -0.03 0.105
H -2.47 1.41 -1.59 0.090
H -0.34 0.43 -2.33 0.114
H 2.05 -1.28 -0.46 0.072
H 3.48 -1.54 2.09 0.126
H 2.20 -0.32 1.96 0.129
H 0.52 -3.15 -0.60 0.121
H -1.59 -2.45 -1.70 0.120
H -4.84 -2.68 -1.54 0.065
H -5.25 -2.28 0.02 0.065

=====

No. 2
9
Properties=species:S:1:pos:R:3:lowdin_charge:R:1 method="wB97M-V/def2-TZVPD" spin_multiplicity=1 total_charge=-1 homo_lumo_gap_ev=6.1 e_above_lowest_kcal_mol=0.0
H 0.94 1.18 1.17 0.113
C 0.54 0.20 0.69 -0.525
C 1.45 -0.77 1.41 -0.274
O 1.89 -0.49 2.52 -0.046
O 0.56 0.12 -0.66 -0.415
H -0.46 0.07 1.18 0.089
F -4.76 0.74 -4.14 -0.968
H 1.98 -1.49 0.75 0.109
Cs -2.13 0.44 -2.93 0.917